(1)
The following is a DFT calculation (the ωB97M-V functional and the def2-TZVPD basis) of a molecular structure, C28H44N6OPTi.

The geometry in XYZ format:
```
81
Properties=species:S:1:pos:R:3:forces:R:3
Ti -1.48657 -1.03452 -0.03636 -0.1 -0.5 -0.3
P 1.63284 -0.54613 0.18751 -0.1 -0.1 -0.3
O 0.24983 -1.37922 0.27253 0.7 0.3 -0.1
N 2.79620 -1.63238 0.06058 0.3 -0.2 0.3
N -2.56336 -1.20086 1.66787 -0.5 0.1 0.8
N 1.46922 0.37829 -1.14514 0.4 -0.1 -0.3
N 1.70856 0.35317 1.51633 -0.1 0.3 0.2
N -2.13007 0.64382 -0.12998 -0.1 0.5 0.4
N -2.38251 -1.29029 -1.84393 -0.3 -0.3 -0.8
C -1.83003 1.59159 -4.19460 0.0 0.1 0.0
C -1.66844 -2.42605 -2.51485 0.0 0.2 -0.1
C 2.71586 2.18510 2.63204 0.0 0.0 0.1
C -3.45999 0.51773 3.26460 0.0 0.0 0.2
C -3.87307 1.82717 3.48851 0.0 0.1 0.0
C 1.53403 -0.26036 -2.51021 0.0 0.3 0.2
C 2.12260 1.73547 -1.19936 -0.1 -0.1 -0.1
C -1.98766 0.28316 -3.76461 0.2 0.0 -0.2
C 3.01792 0.78374 2.11639 -0.1 0.0 0.1
C 2.94871 -2.71692 1.08492 0.1 0.1 -0.2
C -3.74489 2.77998 2.48897 0.0 0.0 0.0
C 5.12950 -2.19350 0.23977 -0.1 0.0 0.0
C -2.91154 0.20249 2.04498 0.1 -0.3 0.0
C 2.56645 0.57506 -3.25882 0.0 0.1 0.1
C -1.84079 2.39718 -1.90993 0.1 0.2 0.0
C -1.73351 -1.93503 2.68705 -0.1 0.2 0.1
C -2.03296 1.09585 -1.47127 -0.1 -0.3 0.1
C 4.12691 -1.36092 -0.58152 -0.1 -0.1 0.0
C -3.17818 2.45777 1.25943 0.0 0.2 0.0
C 2.33392 1.97600 -2.69143 0.0 0.0 0.0
C -3.83296 -1.97220 1.42412 0.1 0.1 0.0
C 4.39587 -2.57323 1.53097 0.0 0.0 -0.1
C -3.86776 -1.52512 -1.89944 0.2 0.0 0.0
C 0.61765 1.26968 1.93770 0.2 0.0 0.1
C -1.75686 2.63573 -3.27245 0.0 0.0 -0.1
C 1.25080 2.08633 3.06117 0.1 0.0 0.0
C -2.08763 0.04808 -2.40814 -0.2 -0.2 0.3
C -2.74807 1.16440 1.04259 0.0 -0.1 -0.2
H -1.77857 1.79961 -5.25541 0.0 0.0 0.0
H -1.51797 -2.93572 2.31998 0.0 -0.1 -0.1
H -2.27926 -2.02698 3.62209 -0.1 0.0 0.0
H 1.17487 1.54496 4.00588 0.0 0.0 0.0
H -1.63602 3.65361 -3.62235 0.0 0.0 0.0
H 1.47874 2.48380 -0.74010 0.0 0.0 0.0
H 4.77617 -3.49302 1.96941 0.0 0.0 0.0
H -4.31731 -2.17570 2.37677 0.0 0.0 0.1
H -2.05225 -0.52236 -4.48736 0.0 0.0 0.0
H -4.51081 -1.38102 0.81936 0.0 0.1 -0.1
H 6.04333 -1.63664 0.43087 0.0 0.0 0.0
H 3.82327 0.76011 1.38309 0.0 0.0 0.0
H -3.59337 -0.23117 4.03758 0.0 0.0 0.0
H -0.80367 -1.40570 2.87069 0.0 0.1 0.0
H 3.07762 1.73407 -0.67002 0.0 0.0 0.0
H -2.01109 -2.56062 -3.53768 -0.1 0.0 -0.1
H 3.37862 2.45947 3.45002 0.0 0.0 0.0
H -4.38344 -0.72368 -1.38019 0.0 0.1 0.0
H 0.76611 3.05384 3.18217 0.0 0.0 0.0
H -1.88198 -3.34415 -1.97402 0.0 -0.1 0.1
H -4.17672 -1.52319 -2.94237 0.0 0.0 -0.1
H -0.59472 -2.24442 -2.53079 0.0 0.1 0.0
H -3.61570 -2.92886 0.94527 0.1 -0.1 0.0
H -0.25285 0.71050 2.28290 0.0 -0.1 0.0
H 4.35849 -0.29460 -0.56238 0.0 0.0 0.1
H 0.56131 -0.15934 -2.99604 0.0 0.0 0.0
H 2.42804 0.51821 -4.33724 0.0 0.0 0.0
H -3.08475 3.21310 0.49173 0.0 0.0 0.0
H -4.10864 -2.49042 -1.46130 0.0 0.0 0.0
H 2.83411 2.92444 1.83675 0.0 0.0 0.0
H 3.27738 0.11288 2.93362 0.0 0.0 0.0
H 2.78209 -3.67915 0.59990 0.0 0.0 0.0
H 3.16522 2.65544 -2.86985 0.0 0.0 0.0
H -4.08834 3.79202 2.66208 0.0 0.0 0.0
H -4.31455 2.09139 4.44050 0.0 0.0 0.0
H 1.79063 -1.31677 -2.44143 0.0 0.0 0.1
H 4.10407 -1.68325 -1.62094 0.0 0.0 0.0
H 5.40195 -3.08924 -0.31538 0.0 0.0 0.0
H 4.48768 -1.78315 2.27632 0.0 0.0 0.0
H 1.43710 2.41576 -3.13323 0.0 0.0 0.0
H 0.30840 1.91723 1.11380 0.0 0.0 -0.1
H 3.57817 0.23600 -3.03112 0.0 0.0 0.0
H 2.22251 -2.60283 1.88964 0.0 0.1 0.0
H -1.75389 3.21446 -1.20721 0.0 0.0 0.0
```
Forces are in eV/Å.

**Multiplicity**: 1
**Charge**: +3

---

(2)
The following is a DFT calculation (the ωB97M-V functional and the def2-TZVPD basis) of a molecular structure, C28H45BCdGeN4O2SSe in a non-equilibrium geometry.

The geometry in XYZ format:
```
84
Properties=species:S:1:pos:R:3:forces:R:3
Cd 1.71151 1.44342 1.39257 0.4 -0.5 0.4
Se -2.00872 -1.27965 0.84478 0.4 0.3 0.2
Ge -3.67438 0.12719 3.47375 -0.1 1.1 -0.4
S 1.95606 -2.59143 -0.84796 -0.2 0.5 0.3
O -0.74039 1.85381 -0.72773 -0.2 0.9 2.0
O 0.72486 0.37313 -1.62557 0.0 0.3 1.4
N 4.10756 2.19830 1.50438 0.0 -1.0 0.2
N 3.75609 -0.82710 -0.41573 -1.0 0.2 -0.4
N 1.27430 -2.07184 1.78990 -0.8 0.8 -0.2
N 3.02546 -0.90138 0.75228 0.2 -0.4 -0.4
C -3.65576 -1.53847 -0.12141 1.3 -0.8 0.0
C -1.33927 1.32021 -1.79019 2.1 -1.2 -1.7
C 4.72564 2.21580 0.17614 -0.9 2.8 -0.2
C 1.68207 0.71992 4.61928 1.0 0.8 0.5
C -2.48813 0.28937 1.89080 -1.4 0.1 -0.7
C 4.41391 0.30717 4.70215 -1.6 0.1 -1.5
C 4.66743 1.08652 2.30564 -1.0 -0.9 -0.6
C -1.95799 -0.05667 -4.17749 -0.1 0.5 0.7
C -2.81040 0.91374 -3.61975 2.4 -0.8 0.6
C -2.71422 -2.33114 -5.02353 0.8 1.2 0.5
C -1.41823 -0.86694 -6.55265 0.2 -1.1 -0.4
C -3.28995 1.81479 4.49746 -0.6 -1.9 0.5
C -0.40512 0.40204 -2.37219 -1.2 0.5 -0.1
C 3.62739 -0.03419 5.77131 0.4 -0.4 1.3
C -0.68732 -0.27791 -3.52693 -1.2 -0.5 -0.9
C -2.46596 -0.87324 -5.40682 0.6 0.5 0.3
C 4.30141 3.44052 2.23768 1.4 0.4 -0.5
C 2.42213 0.94096 3.44968 -0.6 0.3 -0.4
C -2.46277 1.65079 -2.44835 -1.2 -1.4 -1.7
C 3.22782 -1.52180 -1.36914 0.3 -0.5 0.7
C 2.70526 -1.34287 -3.82750 -1.4 0.1 -0.2
C 2.29360 0.30560 5.82100 -1.2 -0.7 -1.4
C 3.73392 -1.53521 -2.74838 1.9 1.7 -0.1
C 2.06930 -1.77236 0.67860 -0.7 -0.4 1.1
C -3.15022 -1.26100 4.66203 -0.6 -0.8 0.9
C 3.80201 0.76996 3.51669 0.7 0.0 0.4
C -3.83117 -0.32071 -5.88214 0.1 0.9 -0.4
C -5.52478 -0.23666 2.97243 -0.3 -0.1 -0.8
B 0.47376 1.22560 -0.46782 0.3 -0.3 -1.2
H 5.41460 3.54043 2.52627 -1.4 0.1 -0.5
H -3.46745 -2.25744 4.41813 -0.6 -0.4 -0.5
H 1.51553 -1.42866 2.58202 -0.3 -0.8 -0.9
H -0.37660 -1.11190 -6.21843 -1.0 0.1 0.0
H -1.59737 0.71382 2.29029 1.0 0.3 0.1
H -1.80332 -2.80793 -4.68423 0.2 -0.2 0.2
H 3.72887 3.48080 3.15957 -0.2 -0.2 0.0
H 1.82427 -2.03114 -3.58297 1.0 1.1 -0.7
H -1.35552 0.06277 -7.08928 -0.1 0.6 0.0
H 3.15396 -1.60437 -4.77846 -0.1 -0.4 -0.2
H 5.72787 2.63275 0.21290 0.6 -0.4 0.1
H -3.42649 -2.25619 -4.22517 -0.6 -0.8 0.4
H -1.68992 -1.63981 -7.32972 0.2 0.6 0.8
H -3.72074 1.08677 -4.11031 -1.0 0.5 -0.2
H -3.19765 2.33932 -2.17772 -0.7 1.3 1.0
H -5.58359 -1.23023 2.49924 0.2 0.4 -0.2
H 4.18742 2.97547 -0.46361 0.2 -0.7 0.6
H 0.66386 1.06493 4.63253 -0.5 -0.4 0.1
H -3.76590 0.75429 -6.07712 0.1 0.0 0.0
H -4.23318 2.06898 5.00994 0.7 -0.1 0.3
H -6.00100 0.51918 2.34639 0.4 -0.1 -0.5
H -4.08812 -0.71926 -6.85561 -0.1 -0.5 -0.2
H -2.46173 1.43888 5.15133 -0.9 0.8 -0.1
H 4.50215 -0.68410 -2.75543 -0.9 -1.2 -0.2
H -3.04594 -2.80879 -5.91381 -0.7 -0.8 -0.4
H -2.88307 1.01878 1.14343 0.2 -0.4 0.7
H -6.24735 -0.30841 3.74981 -0.2 -0.1 1.3
H 4.64163 1.29004 -0.32907 0.2 -1.0 -0.2
H -4.71280 -0.43045 -5.21413 0.8 -0.4 -0.2
H -3.38556 -2.36947 -0.74988 0.0 -0.3 -0.6
H -2.98256 2.66460 3.94773 0.4 0.7 -0.8
H -3.91484 -0.69709 -0.72557 -0.4 0.6 -0.1
H -3.47629 -1.12698 5.69580 -0.1 0.4 -0.1
H 0.23249 -2.09491 1.59770 1.8 0.0 0.3
H 5.64278 1.35392 2.64603 1.1 0.2 0.2
H 2.37509 -0.28397 -3.98462 0.0 -0.9 0.7
H -0.01805 -1.03234 -3.92393 0.1 0.2 0.0
H -2.11153 -1.39404 4.71160 1.8 0.2 0.1
H 4.75268 0.19675 1.62990 -0.1 0.8 0.8
H -4.34404 -1.94869 0.56622 -1.3 0.2 0.5
H 1.63372 0.04410 6.64087 0.3 0.2 0.3
H 5.43796 0.07847 4.74577 1.3 -0.1 -0.1
H 4.00603 4.25957 1.56638 0.2 0.0 0.4
H 4.10117 -0.62271 6.56203 -0.2 0.5 0.1
H 4.27180 -2.45400 -2.95007 0.2 -0.3 0.1
```
Forces are in eV/Å.

**Multiplicity**: 1

---

(3)
The following is a DFT calculation (the ωB97M-V functional and the def2-TZVPD basis) of 4 unconnected molecules or ions with the total composition C28H45N2O12PS4 in a non-equilibrium geometry.

The geometry in XYZ format:
```
92
Properties=species:S:1:pos:R:3:forces:R:3
S 1.73300 4.03203 -6.27871 0.2 0.0 0.1
S 0.03765 1.17286 5.45604 0.0 0.4 0.7
S 0.19323 1.89998 0.60842 -1.6 -0.8 -0.4
S 6.02985 1.97430 4.35385 0.3 0.0 -0.3
P -1.52772 -1.87859 1.49310 1.0 -3.0 1.2
O 0.31237 0.22948 4.39089 -0.3 0.0 0.0
O 5.38673 1.48251 5.54967 0.0 0.3 0.0
O 0.40468 3.93414 -6.83206 0.2 0.1 -0.2
O -2.92299 -1.72658 -0.88905 -0.4 1.3 0.9
O 1.09858 -0.47907 -4.13240 -0.5 -0.2 0.4
O -1.23984 -3.31463 1.22102 -0.6 1.5 0.0
O 2.87615 4.38140 -7.08685 -0.3 0.0 -0.2
O -0.20080 -1.23798 2.22457 -2.5 0.2 -0.7
O -4.65011 -0.26838 -1.29292 1.2 -0.4 -0.4
O -1.30632 1.47819 5.87854 -0.1 -0.3 -0.4
O -2.79239 -1.74323 2.55278 1.1 0.9 -1.4
O 6.41375 3.35596 4.20486 -0.2 0.0 0.3
N 0.81644 -2.69244 -3.60200 -2.0 0.4 0.4
N -2.12304 0.40083 0.02312 1.4 -0.3 0.0
C 0.91100 2.69658 5.10451 0.3 0.4 -0.1
C 0.48612 -1.26054 -3.44653 0.7 0.6 -0.1
C 5.92921 0.49517 2.14064 0.1 -0.1 -0.1
C -2.62338 -4.14019 -5.88320 1.5 0.7 0.6
C -9.04645 -2.71465 -0.01860 0.1 -0.5 0.4
C 2.32950 1.44501 6.68970 0.0 0.0 -0.1
C -1.12089 1.05497 0.27458 0.5 0.9 0.3
C -7.54218 -2.89574 0.48577 -1.0 -0.1 -0.3
C -5.14689 -1.79074 0.45270 -0.3 -1.0 -1.6
C 5.05638 1.47229 2.93383 -0.3 -0.2 -0.4
C 1.00619 0.71297 6.88253 0.4 -0.1 0.2
C 2.08661 2.52954 -5.36802 0.1 -0.4 0.3
C 6.87779 -0.18305 3.13399 -0.1 -0.1 0.0
C -1.68559 -3.18550 -6.49271 0.3 -0.9 2.6
C 7.44044 0.93756 4.00124 0.2 -0.4 -0.1
C 1.67591 5.11359 -4.85717 -0.1 0.2 0.4
C -4.19784 -1.17317 -0.65812 -1.9 0.3 1.3
C -1.24012 -4.21748 -3.72503 -0.4 1.1 -2.6
C -0.34302 -3.24328 -4.32193 -1.1 -0.8 -1.2
C 1.35215 4.18628 -3.69155 -0.1 -0.1 0.0
C -2.38235 -4.64581 -4.54724 1.1 1.0 -0.2
C -0.62557 -0.73193 -2.48555 0.2 0.4 0.8
C -0.55319 -2.75508 -5.68820 -1.2 -1.1 0.3
C 2.21693 2.93916 -3.89929 0.1 0.0 0.2
C -0.56222 -1.34738 -1.03639 -0.6 -1.3 -0.8
C 1.96213 2.85060 6.20755 0.1 0.1 0.2
C -1.87412 -1.05333 -0.19194 1.3 -0.3 -0.1
C -6.60203 -1.84240 -0.19840 0.0 -0.3 0.4
H 0.20308 3.52391 5.10184 -0.1 -0.2 -0.1
H -1.04919 -4.59456 -2.69642 -0.3 0.3 -0.9
H -0.57093 -2.46860 -1.17368 -0.1 1.1 0.4
H -4.84606 -2.85447 0.64597 0.0 1.1 0.3
H -3.09793 -5.36723 -4.09963 0.6 0.6 -0.5
H 2.92926 0.93985 5.92903 0.0 0.0 0.1
H 6.51311 1.04378 1.39652 0.0 0.0 0.1
H -7.08571 -0.82729 -0.15850 0.6 -1.0 -0.1
H 3.26049 3.17876 -3.67470 0.0 0.0 0.0
H 1.11542 -0.36963 6.92381 -0.2 0.0 -0.1
H -5.19890 -1.16028 1.37091 0.3 -0.6 -0.7
H 4.79834 2.35195 2.34585 0.0 0.1 0.2
H -9.10141 -2.33067 -1.06789 0.1 -0.1 0.9
H -7.58848 -2.80799 1.60139 0.4 0.0 -0.9
H -9.58590 -3.70389 -0.01723 0.6 0.9 0.1
H 1.54207 3.42294 7.03933 0.0 0.0 -0.1
H 1.37353 2.60068 4.12166 -0.1 -0.1 0.0
H 8.16417 1.53792 3.44805 -0.1 0.1 0.1
H -7.24318 -3.95637 0.24633 0.1 1.2 0.2
H 0.17939 -2.03535 -6.11257 -0.6 -0.6 0.4
H -0.43449 -0.89533 3.12182 0.5 0.2 -0.5
H -1.63874 -0.91508 -2.93292 0.9 0.0 0.4
H 0.92730 5.88890 -5.01140 0.1 0.0 -0.2
H 0.48213 1.07168 7.76965 -0.1 0.0 -0.1
H -3.52358 -4.47495 -6.45082 0.9 0.3 0.6
H -0.47799 0.37963 -2.39810 -0.1 -1.0 -0.4
H 6.31933 -0.89086 3.75307 0.1 0.0 0.0
H 7.88053 0.58225 4.93146 -0.1 0.2 0.1
H 1.25541 1.84084 -5.51765 0.0 0.1 0.0
H 5.31792 -0.23222 1.60501 0.0 0.1 0.0
H 1.91823 2.12499 -3.23724 0.0 0.0 -0.1
H 0.29411 3.90990 -3.71603 0.0 0.1 0.0
H 2.66357 5.56245 -4.74063 0.0 0.0 -0.1
H -1.83422 -2.78449 -7.52255 0.1 -0.5 1.1
H 2.90955 1.47264 7.61196 0.0 0.0 -0.1
H -9.62049 -2.05208 0.68865 0.6 -0.4 -0.9
H 3.00687 2.08777 -5.74632 -0.1 0.1 -0.2
H 1.55392 4.66418 -2.73179 0.0 0.0 0.0
H 4.14874 0.99104 3.30042 0.1 0.1 0.1
H 0.37631 -1.12030 -0.47397 -0.8 0.2 -0.4
H -3.31007 -0.92755 2.41901 0.2 -0.3 0.2
H 0.83473 -3.11854 -2.66957 0.0 0.0 -0.3
H 2.83588 3.39382 5.84528 0.0 0.0 0.0
H 7.67099 -0.73224 2.62587 0.0 0.0 0.0
H -6.50934 -2.14393 -1.27763 -0.1 0.4 1.0
```
Forces are in eV/Å.

**Multiplicity**: 1
**SMILES**: CCCCC(=O)O[C@@](CCC(=O)Nc1ccccc1)(N=C=S)P(=O)(O)O.O=S1(=O)CCCC1.O=S1(=O)CCCC1.O=S1(=O)CCCC1

---

Energy above the lowest of the compared OMol25 structures with the same formula, charge and spin across the listed records, respectively: 17.6 102.2 0.0 kJ/mol.
Gap between HOMO and LUMO across the listed records, respectively: 6.959 8.532 8.286 eV.